Entry 1:
The following is a DFT calculation (ωB97M-V with the def2-TZVPD basis set) of a cluster of 7 separate species, C42H42N7O13S in total.

LUMO energy = -4.470 eV
total charge = +1
orbital gap = 6.7 eV
spin multiplicity = 1

Geometry as XYZ:
```
105
Properties=species:S:1:pos:R:3:forces:R:3
C -5.565483 6.516712 -0.329892 0.625 -0.807 -0.276
C -4.956118 5.444126 -1.255166 -0.191 0.631 0.192
C -5.620646 5.444829 -2.624388 -0.287 -0.258 0.227
C -3.443265 5.695115 -1.337615 -0.367 -0.668 0.543
C -2.593863 4.432669 -1.139639 -0.486 0.972 -0.553
S -2.371367 4.064297 0.618938 0.760 -1.074 0.304
N -3.022776 2.522433 0.965741 0.286 1.188 -0.460
C -4.269348 2.538430 0.896560 4.223 -0.074 0.368
O -5.373494 2.524968 0.926472 -4.796 -0.311 -0.069
H -5.038935 7.443198 -0.490738 -0.123 0.584 -0.158
H -5.355599 6.213362 0.689441 -0.241 0.142 0.491
H -6.622947 6.637486 -0.490684 -0.378 0.072 0.108
H -5.159915 4.478869 -0.793861 0.169 -0.281 0.086
H -6.073495 6.404606 -2.834970 0.236 0.360 -0.313
H -6.440172 4.742120 -2.631464 -0.324 -0.273 -0.013
H -4.948228 5.142465 -3.412820 0.211 0.067 -0.354
H -3.195462 6.141399 -2.291216 0.224 0.119 -0.201
H -3.164714 6.392886 -0.557070 0.266 0.455 0.042
H -1.602004 4.629445 -1.514639 0.561 -0.237 0.135
H -3.001477 3.584559 -1.675646 -0.079 -0.451 0.221
H -3.200237 4.926465 1.268765 -0.256 -0.149 -0.479
C -1.192470 -0.638009 -2.115006 0.016 0.028 0.007
C -2.358423 0.018852 -2.491450 0.115 0.006 0.089
C -2.366647 0.838270 -3.608216 -0.303 0.093 0.125
C -1.201824 0.988890 -4.338286 0.034 -0.153 0.138
C -0.032266 0.346060 -3.977782 0.240 -0.051 -0.028
C -0.031671 -0.472269 -2.857154 -0.115 0.066 0.068
N -1.216822 1.851400 -5.532441 0.019 0.226 -0.194
O -2.261800 2.425611 -5.794554 0.255 -0.113 0.085
O -0.189230 1.947832 -6.171167 -0.264 -0.027 0.153
H -1.189353 -1.280943 -1.244005 0.008 -0.014 -0.019
H -3.264940 -0.110747 -1.913660 -0.024 -0.044 -0.044
H -3.273466 1.348163 -3.901911 0.067 -0.001 -0.167
H 0.871857 0.472685 -4.555755 -0.079 0.043 -0.105
H 0.873752 -0.983153 -2.564819 -0.003 -0.017 -0.028
C 5.402855 -3.595519 -0.634436 -0.180 -0.045 -0.038
C 4.087765 -4.024732 -0.499178 0.149 0.094 -0.101
C 3.176698 -3.798583 -1.518587 0.021 0.041 0.072
C 3.601129 -3.139846 -2.658720 0.142 -0.105 0.088
C 4.907059 -2.706193 -2.811964 0.171 0.114 -0.119
C 5.810956 -2.938660 -1.788522 -0.040 -0.007 0.074
N 2.636086 -2.910432 -3.742810 -0.110 0.008 -0.110
O 1.482698 -3.278715 -3.566678 0.218 0.093 -0.054
O 3.030242 -2.358278 -4.752296 -0.130 -0.063 0.201
H 6.112188 -3.766481 0.159595 0.038 -0.043 0.009
H 3.770600 -4.531571 0.400821 -0.060 -0.004 -0.002
H 2.156177 -4.116165 -1.416272 -0.081 -0.028 -0.122
H 5.222405 -2.193591 -3.709008 -0.124 -0.035 -0.050
H 6.835220 -2.605269 -1.885366 0.000 -0.004 0.010
C -7.718043 12.097017 -0.523517 0.003 -0.003 0.000
C -8.499996 11.110622 -1.110361 0.105 0.071 0.045
C -7.950756 10.261144 -2.056996 -0.221 -0.129 -0.007
C -6.618578 10.411226 -2.399942 -0.088 0.129 0.135
C -5.827518 11.392867 -1.829716 0.231 0.114 0.040
C -6.384910 12.239995 -0.885752 -0.126 -0.054 0.023
N -6.026177 9.498001 -3.389106 0.051 -0.078 -0.166
O -6.751986 8.654130 -3.887427 0.194 0.128 0.154
O -4.843334 9.630888 -3.647784 -0.231 -0.106 0.095
H -8.149085 12.756765 0.217986 -0.002 0.006 -0.016
H -9.538503 11.003064 -0.829301 -0.004 -0.010 -0.027
H -8.559096 9.495400 -2.515622 0.110 -0.025 -0.082
H -4.790632 11.503248 -2.111511 -0.025 -0.098 -0.097
H -5.779173 13.011538 -0.430958 0.016 -0.001 -0.024
C -3.000333 -7.071149 -0.680868 0.006 0.008 0.012
C -2.116532 -6.314626 -1.439800 -0.084 -0.060 0.095
C -1.002153 -5.746697 -0.845487 0.103 0.120 -0.192
C -0.787779 -5.949932 0.507629 -0.199 -0.089 -0.102
C -1.661839 -6.695599 1.279171 -0.051 -0.093 0.225
C -2.775019 -7.257855 0.676969 -0.004 0.039 -0.141
N 0.406045 -5.368534 1.136158 -0.012 -0.093 0.009
O 1.146378 -4.707858 0.431638 -0.146 -0.077 0.360
O 0.593215 -5.590205 2.320364 -0.214 0.219 -0.418
H -3.866850 -7.518537 -1.149775 0.004 0.002 0.003
H -2.293934 -6.170464 -2.496539 0.031 0.011 -0.003
H -0.314678 -5.159036 -1.437747 0.067 -0.008 0.094
H -1.484261 -6.843929 2.334179 0.121 0.062 -0.020
H -3.465532 -7.845818 1.265521 0.019 0.001 0.020
C 2.658069 -6.478004 5.590358 0.041 -0.019 0.001
C 3.646802 -6.899807 6.470879 -0.093 0.052 -0.122
C 4.818542 -7.456891 5.984026 0.089 -0.010 0.243
C 4.984690 -7.577102 4.615898 -0.165 0.087 0.069
C 4.008562 -7.165260 3.727048 -0.104 0.035 -0.206
C 2.835613 -6.613941 4.219183 -0.053 -0.027 0.072
N 6.237256 -8.146185 4.091887 0.287 -0.036 -0.112
O 7.072065 -8.512137 4.899026 -0.213 0.066 -0.200
O 6.370011 -8.198390 2.881596 -0.042 -0.007 0.312
H 1.744122 -6.043076 5.974439 0.001 -0.010 -0.003
H 3.504522 -6.795318 7.537942 0.022 -0.020 0.003
H 5.586989 -7.787850 6.667504 0.073 -0.041 -0.125
H 4.150194 -7.272471 2.661198 0.133 -0.059 0.035
H 2.060792 -6.297332 3.530258 0.268 -0.056 0.208
C 7.262882 -2.289413 5.544772 0.007 0.030 -0.006
C 7.715975 -1.082264 5.028166 -0.052 -0.149 0.019
C 8.045869 -0.983276 3.686860 0.043 0.245 0.058
C 7.912496 -2.097802 2.877474 -0.069 -0.066 0.213
C 7.468373 -3.310115 3.376714 -0.063 -0.203 -0.058
C 7.143811 -3.400323 4.721463 -0.001 0.091 0.034
N 8.247138 -1.976256 1.450833 0.159 0.156 -0.288
O 8.656252 -0.899041 1.061107 -0.105 -0.214 0.057
O 8.095957 -2.951171 0.733765 0.071 0.139 0.287
H 7.002550 -2.364696 6.592668 0.016 -0.006 -0.008
H 7.811310 -0.217986 5.671011 0.019 0.008 -0.020
H 8.400145 -0.045958 3.284318 0.009 -0.072 -0.128
H 7.375287 -4.177297 2.737753 0.062 0.090 -0.091
H 6.795601 -4.338260 5.130961 -0.002 -0.050 -0.037
```
Forces are in eV/Å.

Here are the Mulliken charges for atoms 1 to 99, given in e: C -1.8303; C 1.8296; C -1.5078; C -1.3945; C -0.3954; S 0.2079; N -0.3800; C 0.6993; O -0.1765; H 0.4183; H 0.3698; H 0.4786; H -0.3624; H 0.2157; H 0.4072; H 0.4327; H 0.4570; H 0.4626; H 0.4875; H 0.3280; H 0.2564; C -0.8041; C -0.3898; C -0.5001; C 0.0542; C -0.4606; C -0.2210; N 1.0432; O -0.6133; O -0.5880; H 0.4607; H 0.4984; H 0.5691; H 0.4887; H 0.4481; C -0.2614; C -0.9704; C 0.0731; C -0.3185; C -0.4187; C -0.5797; N 1.0526; O -0.5614; O -0.6175; H 0.5318; H 0.5956; H 0.6576; H 0.4775; H 0.4369; C -0.4187; C -0.4959; C -0.2854; C 0.1080; C -0.3685; C -0.4537; N 1.0566; O -0.6163; O -0.6093; H 0.3872; H 0.3887; H 0.4606; H 0.4596; H 0.3846; C -0.4208; C -0.6772; C -0.1358; C 0.0757; C -0.3360; C -0.5357; N 0.9917; O -0.6076; O -0.6900; H 0.3895; H 0.4280; H 0.5350; H 0.4659; H 0.3841; C -0.5881; C -0.4311; C -0.3825; C -0.0404; C -0.4403; C -0.2126; N 1.0191; O -0.6011; O -0.6041; H 0.4115; H 0.4047; H 0.4728; H 0.5141; H 0.5303; C -0.5167; C -0.3757; C -0.4492; C 0.0733; C -0.3706; C -0.3758; N 1.1035; O -0.6162

---

Entry 2:
The following is a DFT calculation (ωB97M-V with the def2-TZVPD basis set) of a structure of composition C42H42O2P2Sn.

relative energy (zero: lowest compared OMol25 entry of this formula, charge and spin) = 61.7 kcal/mol
LUMO energy (alpha / beta) = -9.820 / -10.118 eV
total charge = +2
orbital gap (alpha / beta) = 2.8 / 2.2 eV
spin multiplicity = 1

Geometry as XYZ:
```
89
Properties=species:S:1:pos:R:3:forces:R:3
Sn 1.882591 -1.076070 -4.908761 -0.797 0.374 1.776
C -2.603074 0.418674 0.515557 -0.364 -0.246 -0.079
C -2.869278 0.364897 -0.793518 0.401 -0.370 0.208
C -3.520350 1.373306 -1.692915 -0.145 0.100 -0.142
C -2.611228 2.486395 -2.301992 -0.115 -0.414 -0.278
C -1.449210 2.959799 -1.480499 0.073 0.532 0.124
C -1.501414 3.183656 -0.169599 0.229 0.338 0.231
C -2.719708 2.967872 0.690519 -0.219 0.077 0.502
C -2.822776 1.595466 1.413540 0.041 0.271 -0.194
C 3.147292 0.330114 -3.762363 0.853 0.548 0.415
H -2.239851 -0.483319 1.023279 0.028 0.275 -0.384
H -2.606817 -0.557060 -1.305978 -0.058 -0.044 0.374
H -4.373291 1.832322 -1.178507 0.146 -0.186 -0.220
H -3.919254 0.782287 -2.534840 -0.129 0.407 0.206
H -2.199089 2.097134 -3.242909 -0.149 0.154 0.075
H -3.258284 3.347120 -2.555221 0.271 -0.303 -0.023
H -0.552868 3.228968 -2.058719 -0.286 -0.172 0.421
H -0.645826 3.647355 0.351907 -0.270 -0.411 -0.389
H -3.643162 3.114241 0.108483 0.438 0.169 0.293
H -2.691011 3.727654 1.487525 -0.232 -0.109 -0.325
H -2.105264 1.529724 2.243231 -0.143 0.133 -0.158
H -3.823246 1.535995 1.872687 0.254 -0.029 -0.036
H 3.722094 -0.288034 -3.047824 -0.420 0.014 -0.484
H 2.389994 0.926299 -3.214174 0.053 -0.467 -0.509
H 3.803560 0.979560 -4.357728 -0.429 -0.540 -0.001
P 0.163922 -2.296840 -6.953284 -3.279 0.403 0.473
P 2.344649 0.302761 -7.629096 0.047 1.811 -1.349
C -0.304064 -0.669927 -7.610219 1.162 1.215 -0.301
C 0.578048 0.265687 -8.027105 -0.901 -0.640 -0.023
C -0.290856 -3.373516 -8.395645 1.314 -1.085 -0.548
C -1.344849 -2.998524 -9.239131 -0.136 0.552 -0.081
C -1.624626 -3.719116 -10.406574 0.177 -0.035 0.324
C -0.869971 -4.849766 -10.729806 0.167 0.134 0.368
C 0.148136 -5.266763 -9.863017 -0.167 0.020 -0.053
C 0.445721 -4.534767 -8.710375 -0.113 0.357 0.135
C -1.341672 -2.456515 -5.904550 0.533 -0.311 0.558
C -1.468532 -1.503790 -4.879865 0.409 -0.801 0.349
C -2.224406 -1.807765 -3.752769 -0.146 0.303 -0.327
C -3.110895 -2.890941 -3.787746 0.133 -0.307 -0.275
C -3.129145 -3.740743 -4.902689 -0.030 0.280 0.305
C -2.177214 -3.580644 -5.913852 0.266 0.072 0.017
C 2.888503 0.687758 -9.394749 0.408 -0.690 -0.482
C 2.463861 -0.169750 -10.430958 0.089 0.165 0.094
C 2.751142 0.130798 -11.766659 -0.001 0.151 0.252
C 3.477078 1.283926 -12.091206 -0.061 -0.157 0.316
C 3.931398 2.120784 -11.070002 -0.167 -0.184 0.170
C 3.650472 1.818624 -9.731478 -0.049 -0.017 0.223
C 2.469073 2.024465 -6.971176 0.205 -0.165 0.431
C 3.664375 2.377374 -6.314680 -0.500 -0.116 0.239
C 3.741512 3.570869 -5.598190 0.062 -0.024 -0.282
C 2.679158 4.477456 -5.641089 -0.068 -0.037 -0.050
C 1.543058 4.188053 -6.399486 0.077 -0.196 -0.145
C 1.428751 2.955628 -7.055196 0.032 0.179 0.291
H -1.386848 -0.507556 -7.725452 0.541 -0.267 -0.216
H 0.241473 1.058929 -8.711490 -0.039 -0.162 0.599
H -1.953393 -2.126795 -8.998471 0.116 -0.267 -0.183
H -2.432626 -3.388057 -11.063451 0.244 -0.108 0.309
H -1.076564 -5.400947 -11.649159 0.081 0.148 0.331
H 0.715780 -6.168415 -10.097419 -0.118 0.301 0.126
H 1.246749 -4.856527 -8.044841 -0.112 0.006 -0.261
H -0.894700 -0.574725 -4.906007 0.026 -0.005 0.156
H -2.098182 -1.198869 -2.861544 -0.288 0.028 -0.352
H -3.761117 -3.090718 -2.932183 0.229 0.061 -0.317
H -3.845054 -4.561553 -4.951936 0.276 0.181 0.039
H -2.070060 -4.328264 -6.698181 -0.101 0.131 0.183
H 1.880300 -1.061106 -10.190687 0.150 0.148 -0.136
H 2.399833 -0.531105 -12.557967 0.084 0.159 0.236
H 3.689941 1.523661 -13.133727 -0.059 -0.088 0.318
H 4.499641 3.022696 -11.307317 -0.182 -0.320 0.102
H 4.002061 2.491244 -8.948214 -0.065 -0.164 -0.285
H 4.508070 1.682991 -6.330161 -0.159 0.185 0.096
H 4.632668 3.787237 -5.008907 -0.185 0.060 -0.254
H 2.745624 5.419927 -5.094606 -0.031 -0.306 -0.166
H 0.729807 4.910834 -6.482504 0.273 -0.199 0.076
H 0.526911 2.738337 -7.627892 0.238 0.149 0.306
O 1.338250 -1.542441 -2.706728 0.441 -0.251 -1.726
C 0.763148 -0.586443 -2.012508 -1.182 1.081 0.314
O 0.114286 0.344187 -2.519111 1.034 -1.025 -0.282
C 0.916504 -0.661417 -0.505267 0.416 -0.505 0.733
C 0.553456 0.432248 0.307056 -0.260 0.248 -0.501
C 0.603716 0.350800 1.700671 0.243 -0.193 -0.161
C 1.132082 -0.789588 2.322160 -0.247 0.454 -0.433
C 1.554760 -1.861422 1.531360 -0.103 0.127 -0.204
C 1.422645 -1.813379 0.137729 0.041 0.157 -0.108
H 0.197299 1.354285 -0.173123 0.081 -0.569 0.259
H 0.229918 1.187800 2.300026 0.311 -0.295 -0.254
H 1.210073 -0.810304 3.411082 0.005 -0.155 -0.366
H 1.983761 -2.732927 2.020589 -0.127 0.072 -0.239
H 1.719729 -2.669501 -0.469493 -0.066 0.206 0.223
```
Forces are in eV/Å.

Table of Mulliken atomic charges, one value per atom, all in e: Sn 1.2196; C -0.8146; C 0.5435; C -1.2498; C -0.5643; C -0.1665; C -0.4316; C -0.8466; C -0.7934; C -0.9386; H 0.4506; H 0.5895; H 0.4917; H 0.3627; H 0.1760; H 0.3920; H 0.4207; H 0.3560; H 0.3366; H 0.4294; H 0.3028; H 0.3903; H 0.4959; H 0.2347; H 0.3415; P 0.6035; P 0.4733; C -0.5663; C -1.0444; C 0.4451; C -0.1123; C -0.7658; C -0.4479; C -0.6906; C -0.3776; C 0.8707; C -0.5354; C -0.8335; C -0.5525; C -0.7437; C -0.6644; C 0.4094; C -0.3277; C -0.7633; C -0.4739; C -0.6958; C -0.1895; C 0.7466; C -0.8148; C -0.6080; C -0.5711; C -0.7253; C -0.2430; H 0.7433; H 0.8518; H 0.3321; H 0.4004; H 0.4193; H 0.4064; H 0.4109; H 0.7642; H 0.1627; H 0.4856; H 0.4065; H 0.4122; H 0.3418; H 0.4111; H 0.3980; H 0.4111; H 0.2993; H 0.6155; H 0.4796; H 0.4390; H 0.4421; H 0.4017; O -0.9749; C 0.5767; O -0.2155; C 0.3466; C -0.0594; C -0.4521; C -0.5596; C -0.6875; C -0.2998; H 0.0438; H 0.4829; H 0.4279; H 0.4133; H 0.3934

---

| no. | calculated total energy (hartree) | maximum force (eV Å⁻¹) |
| --- | --- | --- |
| 1 | -3384.389392 | 4.807 |
| 2 | -2672.368757 | 3.337 |